Entry 1:
Computed, not measured: an isolated ion of composition C6H17O2Si3 and charge -1 in a non-equilibrium geometry, with wB97M-V/def2-TZVPD.

```
28
Properties=species:S:1:pos:R:3:forces:R:3:nbo_charge:R:1
Si 0.75618 -2.13442 -0.16165 1.09 0.04 -3.66 1.29
Si -1.89636 0.74813 -0.98056 -2.21 0.55 -1.03 1.14
Si 1.91890 0.57167 1.02506 -0.59 -0.06 -0.47 1.16
O -0.60844 -2.16835 0.91852 -0.83 -0.91 2.34 -0.78
O -2.35381 -1.02931 1.79295 1.53 -0.37 0.28 -0.68
C -3.81626 1.08831 -0.41613 1.27 -0.09 1.68 -1.06
C -0.78434 0.10172 0.36314 2.14 -0.08 2.45 -0.81
C 1.75565 2.45146 1.10657 0.39 0.88 1.52 -1.11
C 2.20892 -2.18810 -1.53845 0.32 -0.58 -0.10 -1.10
C 0.67373 -0.28798 -0.13512 -0.79 1.97 1.38 -1.08
C -1.26192 -1.10772 1.21345 -2.89 0.91 -2.05 0.82
H 3.02215 -1.50526 -1.27182 0.32 -0.13 0.42 0.18
H -1.55427 2.21026 -1.40630 0.17 -1.04 0.42 -0.20
H 2.71162 2.99247 1.48115 -1.52 -0.95 -0.90 0.23
H -0.60092 0.84510 1.17880 -0.96 0.24 -0.70 0.24
H 1.70691 -0.02494 2.28931 -0.77 -0.34 1.60 -0.21
H -0.22656 -2.72943 -1.23532 0.46 -0.18 0.65 -0.24
H 1.39673 2.83413 0.16837 0.31 0.38 -0.70 0.23
H 3.34227 0.33385 1.08669 0.96 -0.26 -0.95 -0.19
H 0.94793 2.76736 1.80194 0.44 -0.34 -0.15 0.23
H -4.07007 2.00003 -0.98783 -0.31 -0.48 0.43 0.21
H 0.71368 0.28090 -1.01116 0.88 0.21 -2.18 0.23
H -4.60361 0.31703 -0.41614 0.52 0.07 -0.86 0.24
H -3.83086 1.28487 0.72996 0.48 0.23 -1.86 0.25
H 1.93429 -1.79175 -2.55576 -0.09 -0.97 0.62 0.19
H 2.63114 -3.25609 -1.51387 -0.44 1.38 -0.61 0.19
H -1.82723 -0.04564 -2.37870 0.01 0.65 1.67 -0.16
H 1.71453 -2.55830 0.85294 0.13 -0.73 0.72 -0.23
```
Positions in Å, forces in eV/Å.

Values from the calculation:
multiplicity: 1
net charge: -1
total energy: -1257.7806 a.u.
energy relative to the best compared isomer or geometry (same formula, charge and spin): 220.68 kJ/mol
highest occupied orbital energy: -4.582 eV

Entry 2:
Computed, not measured: an isolated molecule of C5H7FS2 in a non-equilibrium geometry, with wB97M-V/def2-TZVPD.

```
15
Properties=species:S:1:pos:R:3:forces:R:3:nbo_charge:R:1
S 0.93513 1.64550 0.08523 -1.92 0.06 0.56 0.24
S 1.12592 -1.50606 0.02791 0.56 0.77 0.63 0.17
F -1.75729 -1.04807 -0.87923 -1.42 -1.29 -1.73 -0.32
C 1.82173 0.18573 -0.38104 0.24 -1.25 0.90 -0.68
C -1.96369 0.91815 0.52298 -1.53 0.60 -0.27 -0.46
C -0.34636 -1.03918 0.99486 0.26 0.46 -3.33 -0.54
C -1.22258 -0.26390 0.01267 2.19 2.33 3.12 0.34
C -0.77664 1.13173 -0.41248 0.18 -0.08 -2.13 -0.41
H 1.86060 0.15490 -1.43078 0.48 0.05 -1.35 0.22
H -3.00918 0.93560 0.04790 1.70 0.66 0.76 0.24
H -1.05009 1.44092 -1.48712 0.51 -0.62 1.79 0.24
H -0.17098 -0.54902 1.90587 0.27 0.45 1.14 0.23
H -1.85445 1.34381 1.54668 -0.29 -0.89 -0.76 0.24
H 2.82919 0.24340 0.06641 -0.49 0.13 -0.30 0.24
H -0.84101 -1.96318 1.03186 -0.73 -1.39 0.95 0.24
```
Positions in Å, forces in eV/Å.

Values from the calculation:
multiplicity: 1
total energy: -1090.8946 a.u.
energy relative to the best compared isomer or geometry (same formula, charge and spin): 116.44 kJ/mol
highest occupied orbital energy: -8.698 eV

Entry 3:
Computed, not measured: a 9-piece molecular cluster, C25H55N5O13 overall in a non-equilibrium geometry, with wB97M-V/def2-TZVPD.

```
98
Properties=species:S:1:pos:R:3:forces:R:3:lowdin_charge:R:1
O -5.11036 5.49640 -1.62854 0.91 -1.39 0.94 0.19
O 2.59393 -2.50284 -0.89974 -1.80 2.10 1.02 0.07
O 3.71451 6.48883 1.40335 0.40 -2.85 -1.53 0.12
O 5.52459 -2.10277 2.51667 -3.00 -0.03 -1.15 -0.02
O 3.12299 -3.83995 -2.53613 -1.00 1.02 -1.71 0.08
O 4.03928 -4.16497 -0.49619 -1.65 1.83 -1.93 0.12
O 4.30729 4.34476 0.99305 3.51 -0.55 0.62 0.15
O 2.40309 5.03997 0.38659 -2.50 1.77 -0.63 0.09
O 1.13493 1.52044 2.78940 -1.22 0.36 2.64 -0.07
O -6.20649 -3.57638 -1.54575 0.20 0.47 -1.00 0.02
O -1.04349 1.37188 -3.52286 -0.67 0.39 0.16 -0.14
O -0.25659 0.91607 0.44636 0.33 1.26 -0.73 -0.16
O -0.92412 -3.48709 -0.40497 -0.79 1.08 -0.74 0.00
N -0.19953 3.13770 3.61290 -0.31 0.07 -0.26 -0.18
N 0.47399 -5.29075 -0.36739 0.23 0.43 0.60 -0.18
N -4.67480 -1.93950 -1.68133 0.55 1.15 1.10 -0.17
N -4.46474 3.33250 -1.42678 -0.31 -0.03 -0.22 -0.02
N 3.23672 -1.89687 2.80298 -0.62 0.09 0.64 -0.16
C 2.44549 3.81270 -0.19001 0.63 -2.04 -1.62 -0.13
C 1.35778 -6.02050 0.50736 0.36 -1.06 -0.41 -0.05
C 3.22975 -1.69158 4.26219 1.07 -0.88 0.10 -0.03
C -4.67140 4.58915 -0.92125 -1.31 2.48 -0.15 -0.18
C 1.97271 -0.49803 -2.10157 0.13 1.10 -0.40 -0.02
C 2.30620 -2.76863 -3.16605 0.66 -0.13 0.44 -0.03
C 4.34786 -2.10999 2.07035 2.76 0.41 1.04 -0.30
C -4.59690 3.10414 -2.85564 0.13 0.02 -0.80 0.04
C 4.00154 2.04972 0.80184 -0.59 0.20 -1.03 0.01
C -0.24781 2.26568 -2.72063 -0.45 -0.48 -0.48 -0.14
C 0.32675 -5.83201 -1.70299 -0.32 0.74 -0.46 -0.03
C -0.71255 3.82782 4.73977 -0.74 1.10 1.27 -0.07
C 1.79763 -1.96121 -1.96689 0.46 -0.54 -1.09 -0.32
C -0.34736 3.89127 2.37343 0.75 -0.75 -0.66 -0.02
C 1.91310 -2.04053 2.21626 -1.00 0.35 1.38 -0.06
C -4.70412 -1.63722 -0.23290 -0.26 0.77 -0.05 -0.02
C -4.19233 2.30396 -0.44732 0.39 -0.49 -0.51 0.04
C -5.45268 -2.89166 -2.22205 -0.18 -1.30 1.18 -0.34
C 3.56944 5.37034 0.89144 -1.30 6.14 3.60 -0.60
C -3.72678 -1.12598 -2.46377 -0.45 -1.24 0.95 -0.04
C 3.90947 3.39142 0.08191 -1.12 -2.65 -0.59 -0.30
C -1.09774 -0.18216 0.31901 0.20 -0.34 0.19 -0.16
C 3.32852 -3.50868 -1.26207 2.10 -3.73 1.63 -0.59
C -0.10922 -4.18675 0.14181 0.52 -1.20 0.02 -0.36
C 0.52745 2.04245 3.78292 1.59 -0.56 -3.39 -0.23
H 0.27966 4.78285 2.37970 -0.38 0.36 0.33 0.11
H -4.53225 4.66349 0.16840 0.11 0.18 -0.31 0.16
H 1.41964 0.12783 -1.40121 0.11 -0.31 0.46 0.07
H 1.30202 -1.21064 2.57116 0.18 0.96 -0.81 0.07
H 1.40888 -3.09476 -3.69196 0.55 -0.90 -0.17 0.13
H -4.78225 3.94709 -3.52136 -0.31 0.84 1.14 0.12
H -0.85630 0.43579 -3.42138 0.45 0.11 0.37 0.06
H 0.05817 4.40911 5.24593 0.06 0.07 0.06 0.10
H -4.20889 2.66792 0.57999 -0.03 0.20 -0.30 0.12
H 4.20249 -1.88309 4.71517 0.37 -0.03 -0.68 0.09
H -1.56763 -0.42340 1.27248 -0.35 -0.13 -0.02 0.09
H 0.91222 -7.00590 0.64363 0.24 -0.23 0.22 0.10
H 1.69730 3.11976 0.19490 0.04 0.01 0.40 0.11
H -1.46328 4.53726 4.39164 0.00 0.01 0.11 0.09
H 2.28069 3.88416 -1.26510 -0.12 0.11 -0.15 0.13
H -0.56161 -1.06728 -0.02339 -0.13 -0.20 -0.09 0.06
H -2.74101 -1.49315 -2.17822 0.36 0.28 -0.33 0.08
H 2.31493 -6.13112 -0.00225 0.17 -0.10 0.25 0.09
H 0.77199 2.25675 -3.10540 0.07 0.32 0.22 0.08
H -5.11355 -0.63368 -0.11728 -0.02 0.47 -0.08 0.06
H 1.55494 -0.22247 -3.06989 0.06 0.04 -0.32 0.09
H -3.81458 -0.08392 -2.15637 -0.05 0.13 -0.28 0.05
H -1.40967 4.08153 2.22049 0.11 0.36 0.03 0.09
H 3.20422 2.08124 1.54439 0.67 -0.05 0.78 0.07
H 2.63341 -2.47545 4.72913 -0.59 0.28 -0.04 0.09
H -5.44613 2.44766 -3.04517 0.46 -0.71 0.11 0.13
H 1.30898 -2.76595 2.76115 0.48 -1.14 -0.04 0.07
H 1.52364 -5.58146 1.49115 -0.19 0.28 -0.25 0.09
H 4.48174 3.45833 -0.84336 0.32 -0.01 0.14 0.16
H -1.21362 3.20722 5.48266 0.18 -0.31 -0.13 0.10
H -4.84661 1.43761 -0.54459 -0.37 0.10 -0.24 0.10
H 2.91950 -2.18196 -3.85000 0.27 -0.20 0.09 0.13
H 0.57660 1.70554 4.82996 0.11 -0.27 -0.32 0.15
H -5.20970 -3.06554 -3.28174 -0.43 0.06 -0.15 0.14
H 4.08156 -2.22662 1.00843 0.42 -0.20 0.17 0.11
H 3.64409 1.23764 0.16871 0.37 -0.09 -0.40 0.08
H -0.27714 2.06514 -1.64963 0.12 -0.39 0.02 0.05
H 0.02845 3.35197 1.50394 -0.19 -0.44 0.31 0.06
H -0.72762 3.23382 -2.86412 0.35 0.15 -0.18 0.08
H -0.15875 -6.80710 -1.74284 -0.02 -0.03 0.34 0.10
H -3.62360 2.81977 -3.25556 0.09 -1.20 0.25 0.12
H -3.72936 -1.60616 0.25390 0.35 -0.27 -0.52 0.08
H -1.83276 0.10617 -0.43245 -0.29 -0.30 -0.01 0.05
H 0.72915 -2.17306 -2.00644 -0.10 -0.40 1.62 0.13
H 0.25862 0.93562 1.25617 0.30 -0.16 0.67 0.02
H -3.91184 -1.26569 -3.52883 0.07 0.15 0.10 0.09
H -3.21134 1.89801 -0.69425 0.41 -0.06 0.07 0.11
H -5.34489 -2.19204 0.45243 -0.08 -0.79 -0.95 0.10
H 0.25526 -4.02629 1.16827 -0.20 0.23 -0.01 0.12
H 1.29385 -5.90984 -2.19973 0.18 -0.08 0.19 0.09
H 5.03014 1.86745 1.11306 -0.35 -0.16 0.41 0.10
H 1.81106 -2.23806 1.14918 0.59 0.31 0.29 0.07
H 3.02375 -0.20940 -2.11269 0.04 0.00 0.07 0.10
H 2.99907 -0.69290 4.63307 -0.61 0.08 -0.57 0.08
H -0.26764 -5.14092 -2.30064 -0.14 0.01 0.12 0.09
```
Positions in Å, forces in eV/Å.

Values from the calculation:
multiplicity: 2
net charge: +1
total energy: -2237.0524 a.u.
highest occupied orbital energy (spin up / spin down): -10.565 / -10.565 eV

Which of these has the highest total energy?
C5H7FS2